12
Properties=species:S:1:pos:R:3 method="wB97M-V/def2-TZVPD" e_above_lowest_kj_mol=495.1 e_tot_ev=-11362.656 lumo_energy_ev="-7.34 / -6.52" orbital_gap_ev="6.2 / 7.0" spin_multiplicity=1 total_charge=+1
C -2.91247 -0.42199 -0.04428
C -1.62683 0.01626 0.18079
C 2.51826 -0.18192 -0.11384
O -1.03305 0.96791 -0.59861
O 3.68529 -0.73695 -0.12489
O 0.11730 1.58084 -0.20749
O 0.81073 1.10335 0.70690
H -3.43093 -1.13174 0.63669
H -3.57943 -0.06870 -0.93898
H -0.95897 -0.37913 0.94396
H 2.07887 -0.28751 -1.03899
H 4.33122 -0.46042 0.59875